ORCA calculation (ωB97M-V/def2-TZVPD) on C3H7BrNO as an isolated structure in a non-equilibrium geometry.

Results
Lowest unoccupied orbital energy (spin up / spin down) = -3.604 / -6.399 eV
Energy above the lowest of the compared OMol25 structures with the same formula, charge and spin = 39.2 kcal/mol
Gap between HOMO and LUMO (spin up / spin down) = 7.457 / 7.532 eV
E_tot = -2822.005831 Ha
Multiplicity = 3
<S²> = 2.017
Total charge = +1

The geometry in XYZ format:
```
13
Properties=species:S:1:pos:R:3:lowdin_charge:R:1
Br 2.318 -0.388 -0.281 0.86
O -1.664 0.006 -0.998 0.10
N -0.372 -1.689 0.127 0.11
C -0.990 -0.307 0.104 -0.29
C 1.056 2.210 0.265 -0.04
C 1.014 0.900 0.124 -0.56
H -0.393 -2.127 1.059 0.16
H -1.301 -0.349 -1.795 0.12
H 0.313 2.816 0.678 0.05
H 0.664 -1.573 -0.409 0.05
H -1.474 -0.021 1.080 0.17
H 2.023 2.703 0.439 0.09
H -1.193 -2.182 -0.393 0.20
```

ORCA calculation (ωB97M-V/def2-TZVPD) on an isolated ion of composition C6H13ClN3 and charge +1 in a non-equilibrium geometry.

Results
Lowest unoccupied orbital energy = -3.301 eV
Structure (SMILES) = C[NH2+]N1C(Cl)=NCC1(C)C
Energy above the lowest of the compared OMol25 structures with the same formula, charge and spin = 103.2 kcal/mol
Gap between HOMO and LUMO = 10.489 eV
E_tot = -860.506441 Ha
Multiplicity = 1
Total charge = +1

The geometry in XYZ format:
```
23
Properties=species:S:1:pos:R:3:lowdin_charge:R:1
Cl -3.831 0.401 0.184 0.85
N -2.422 -1.857 0.111 0.10
N -1.051 1.357 -0.455 -0.03
N -1.099 0.163 0.206 -0.05
C -1.027 -2.227 0.022 -0.10
C 0.793 -0.952 1.248 -0.06
C -0.333 2.521 0.193 0.01
C 0.686 -0.746 -1.151 -0.06
C -2.551 -0.654 0.167 -0.70
C -0.149 -0.878 0.073 -0.60
H -0.394 1.284 -1.390 0.22
H 1.329 -1.662 -1.251 0.13
H 1.160 0.270 -1.243 0.09
H -0.434 3.497 -0.418 0.14
H -0.696 -2.884 0.895 0.14
H 0.118 -0.715 -2.101 0.10
H 0.789 2.348 0.188 0.11
H -1.945 1.710 -0.664 0.10
H 0.181 -1.056 2.267 0.14
H 1.578 -1.838 1.103 0.14
H -0.656 2.743 1.200 0.10
H -0.747 -2.848 -0.977 0.17
H 1.475 -0.128 1.415 0.06
```

ORCA calculation (ωB97M-V/def2-TZVPD) on C6H11NS2 as an isolated structure in a non-equilibrium geometry.

Results
Lowest unoccupied orbital energy = 0.550 eV
Energy above the lowest of the compared OMol25 structures with the same formula, charge and spin = 115.0 kcal/mol
Gap between HOMO and LUMO = 9.311 eV
E_tot = -1086.159584 Ha
Multiplicity = 1

The geometry in XYZ format:
```
20
Properties=species:S:1:pos:R:3:lowdin_charge:R:1
S 2.857 -0.461 -0.680 0.74
S -5.714 -0.147 -0.364 0.66
N -3.065 0.625 -0.236 0.03
C 1.101 -0.444 -0.620 -0.68
C -1.108 -1.044 0.246 -0.21
C -1.648 0.389 0.212 -0.19
C 0.373 -0.920 0.532 -0.37
C 3.369 1.089 0.111 -0.49
C -4.192 0.223 -0.419 -0.82
H 4.361 0.890 0.656 0.01
H 0.521 -0.161 1.446 0.12
H 0.659 0.587 -0.916 0.10
H -1.356 0.962 1.143 0.14
H -1.740 -1.742 0.915 0.14
H -1.219 0.961 -0.733 0.14
H 1.182 -1.712 1.077 0.17
H 2.378 1.486 1.006 0.13
H 3.478 1.997 -1.029 0.14
H 0.727 -1.003 -1.487 0.07
H -0.963 -1.576 -0.861 0.16
```

ORCA calculation (ωB97M-V/def2-TZVPD) on C8H11IN2O7P2S2Se3TcTe as an isolated structure in a non-equilibrium geometry.

Results
Lowest unoccupied orbital energy (spin up / spin down) = -1.289 / -1.290 eV
Energy above the lowest of the compared OMol25 structures with the same formula, charge and spin = 41.6 kcal/mol
Gap between HOMO and LUMO (spin up / spin down) = 6.756 / 6.062 eV
E_tot = -10277.846789 Ha
Multiplicity = 4
<S²> = 3.778

The geometry in XYZ format:
```
38
Properties=species:S:1:pos:R:3:lowdin_charge:R:1
I 3.230 -0.719 0.829 0.95
Te 2.850 5.502 0.904 0.37
Tc -0.074 0.121 0.025 0.99
Se 3.323 3.064 1.318 -0.18
Se 0.684 2.159 -0.986 0.14
Se 2.072 4.238 2.939 -0.11
S -0.585 2.366 -2.871 0.50
S -1.428 0.303 -4.829 0.99
P -2.641 -0.950 -1.060 0.20
P -1.379 -2.509 1.072 0.20
O -1.827 -1.442 2.216 -0.16
O -0.054 -1.924 0.584 -0.47
O -1.244 -0.573 -1.577 -0.49
O -2.455 -2.240 -0.116 -0.25
O -2.900 0.238 0.022 -0.18
O -3.757 -1.125 -1.988 -0.26
O -1.490 -3.888 1.543 -0.26
N 0.807 0.511 1.959 -0.16
N 0.715 0.100 -3.460 -0.06
C -0.443 -1.208 -5.098 -0.37
C 0.600 -1.258 -3.974 -0.19
C 0.378 1.101 4.230 -0.06
C 2.447 0.064 3.637 -0.12
C 1.618 0.608 4.604 -0.05
C -0.299 0.901 -3.674 -1.08
C 1.999 0.040 2.327 -0.81
C 0.006 1.026 2.904 -0.14
H -1.119 -2.058 -5.046 0.09
H 0.281 -1.909 -3.161 0.12
H 1.567 -1.588 -4.350 0.12
H -0.962 1.371 2.565 0.12
H -3.820 0.523 0.025 0.08
H -0.299 1.533 4.952 0.12
H -2.502 -1.836 2.778 0.08
H 0.014 -1.171 -6.083 0.08
H 1.939 0.644 5.636 0.12
H 1.328 0.322 -2.681 0.06
H 3.418 -0.337 3.885 0.10
```

ORCA calculation (ωB97M-V/def2-TZVPD) on a 2-piece molecular cluster, C3H9N4 overall in a non-equilibrium geometry.

Results
Lowest unoccupied orbital energy = -5.619 eV
Energy above the lowest of the compared OMol25 structures with the same formula, charge and spin = 135.7 kcal/mol
Gap between HOMO and LUMO = 8.074 eV
E_tot = -338.304599 Ha
Multiplicity = 1
Total charge = +1

The geometry in XYZ format:
```
16
Properties=species:S:1:pos:R:3:lowdin_charge:R:1
N -0.808 0.121 -0.831 0.05
N -4.110 0.058 0.349 0.25
N 0.452 -1.431 0.201 0.03
N -2.917 0.250 0.250 0.03
C -1.732 -0.134 0.143 -0.09
C 1.295 0.791 0.306 -0.05
C 0.523 -0.232 -0.475 -0.57
H -0.838 0.972 -1.514 0.21
H 0.475 -2.338 -0.394 0.17
H 0.849 1.738 -0.094 0.10
H 2.352 0.882 0.220 0.08
H 1.179 -0.240 -1.877 0.24
H 1.376 -1.456 0.656 0.12
H 1.053 0.777 1.369 0.10
H -1.177 -0.967 0.846 0.22
H -4.563 0.942 0.638 0.13
```

ORCA calculation (ωB97M-V/def2-TZVPD) on one molecule with the formula C21H28N2O6S in a non-equilibrium geometry.

Results
Lowest unoccupied orbital energy = 0.472 eV
Structure (SMILES) = COc1ccc(S(=O)(=O)N(CC(=O)NCc2ccco2)C2CCCCC2)cc1OC
Energy above the lowest of the compared OMol25 structures with the same formula, charge and spin = 55.7 kcal/mol
Gap between HOMO and LUMO = 8.700 eV
E_tot = -1776.123070 Ha
Multiplicity = 1

The geometry in XYZ format:
```
58
Properties=species:S:1:pos:R:3:lowdin_charge:R:1
S 0.379 1.082 -1.007 0.70
O 3.661 3.156 0.144 0.05
O 0.697 1.761 -2.237 -0.28
O -3.843 1.648 1.707 -0.06
O 0.936 1.621 0.202 -0.25
O -5.510 0.672 -0.434 -0.11
O 4.004 -1.356 -1.600 0.05
N 0.762 -0.522 -1.221 -0.19
N 3.404 0.809 -1.876 0.09
C -2.134 0.511 -1.904 -0.05
C 4.304 1.388 1.329 -0.03
C 1.878 -1.323 0.877 -0.14
C 3.168 -0.513 -1.865 -0.48
C 0.165 -2.732 -0.297 -0.14
C -6.298 0.231 -1.515 -0.07
C -3.391 1.260 0.489 -0.18
C -4.156 0.775 -0.596 -0.18
C 4.588 1.387 -1.262 -0.07
C 3.730 2.337 2.208 -0.06
C 1.084 -3.465 1.915 -0.20
C -2.009 1.348 0.338 0.03
C -1.395 0.976 -0.839 -0.28
C -5.219 1.817 1.976 -0.07
C -0.148 -3.447 1.014 -0.20
C -3.508 0.415 -1.775 0.00
C 1.570 -2.044 2.186 -0.18
C 4.240 1.938 0.082 -0.27
C 1.725 -0.871 -2.245 -0.08
C 0.628 -1.305 -0.003 -0.33
C 3.355 3.385 1.428 -0.13
H -6.047 -0.793 -1.805 0.10
H 4.971 2.180 -1.910 0.13
H -6.202 0.894 -2.380 0.10
H 2.879 4.317 1.659 0.12
H 1.662 -1.943 -2.442 0.13
H -4.082 0.048 -2.610 0.11
H 2.186 -0.295 1.072 0.09
H -0.964 -2.930 1.524 0.11
H 1.441 -0.316 -3.141 0.13
H -1.415 1.719 1.157 0.13
H 4.715 0.432 1.583 0.11
H -1.638 0.235 -2.819 0.12
H 0.800 -1.492 2.730 0.12
H -5.684 2.515 1.277 0.10
H 0.957 -3.274 -0.817 0.12
H -0.717 -2.705 -0.941 0.12
H -5.257 2.233 2.983 0.10
H 2.628 1.437 -2.047 0.10
H 3.611 2.245 3.268 0.10
H 2.688 -1.837 0.358 0.11
H -0.170 -0.791 0.547 0.14
H -5.757 0.868 1.953 0.09
H -0.474 -4.469 0.808 0.11
H 2.466 -2.071 2.809 0.11
H 5.324 0.587 -1.163 0.13
H 1.880 -4.030 1.425 0.12
H 0.848 -3.965 2.857 0.11
H -7.324 0.260 -1.151 0.10
```